1.
56
Properties=species:S:1:pos:R:3:mulliken_charge:R:1 method="wB97M-V/def2-TZVPD" lumo_energy_ev=-1.41 e_above_lowest_kj_mol=192.3 orbital_gap_ev=5.835
H 2.404 -0.735 4.285 0.422
C -0.471 0.250 1.352 -0.500
Mg 2.035 0.939 2.282 0.588
P 0.539 -1.532 -2.165 1.213
H -0.856 0.125 -3.242 0.353
H -2.301 -1.481 -1.036 -0.643
H 2.393 -3.087 -2.109 0.355
C -2.689 0.325 -0.085 -0.705
H -2.024 -1.322 1.844 0.063
H 0.446 -0.473 -4.306 0.455
H 2.854 -1.549 -2.883 0.386
H -1.144 -3.189 -1.717 0.216
F 1.218 3.054 3.548 -0.362
H 2.962 2.782 -2.019 0.417
C -0.811 2.730 -1.981 -1.295
C 0.657 1.799 3.885 0.492
C -0.213 -2.303 0.359 -0.693
F -0.705 1.862 3.606 -0.353
C 1.085 1.141 -2.977 -1.288
C 1.784 -0.846 3.382 -1.148
H -1.528 1.905 -2.156 0.160
H -1.745 1.986 0.920 0.595
H -3.968 -1.345 -0.486 0.582
H 0.776 -1.100 3.764 0.231
H -0.632 3.306 -2.923 0.483
C -1.754 0.891 0.721 -1.188
C 0.227 -0.101 -3.285 -1.032
H 0.639 -2.986 0.276 0.452
H -1.643 -3.900 0.354 0.304
H 1.318 -0.952 0.947 -0.161
H -3.315 0.935 -0.774 0.450
F -0.007 2.626 6.024 -0.277
C -2.489 -1.958 1.104 -0.598
C 0.724 1.661 5.390 0.679
H 0.499 -0.314 -0.393 -1.207
H 2.157 0.928 -3.059 0.450
C 2.059 -2.316 -2.830 -1.358
C 2.025 3.297 -1.750 -1.188
H -1.244 3.379 -1.194 0.357
H 1.673 3.920 -2.587 0.339
F 0.257 0.433 5.747 -0.247
H 0.202 1.168 1.269 -0.487
C -1.411 -2.839 0.628 -0.647
H 2.200 3.892 -0.844 0.380
C 0.262 -0.857 0.586 2.148
H 2.134 -1.703 2.780 0.380
C -2.915 -1.142 -0.185 0.166
H -0.701 -3.207 -3.498 0.493
C -0.904 -2.577 -2.606 -1.380
H -1.775 -1.933 -2.801 0.348
P 0.814 1.958 -1.369 0.946
H 0.861 1.882 -3.759 0.542
H -3.372 -2.406 1.565 0.541
H 1.898 -2.779 -3.824 0.401
F 2.006 1.768 5.799 -0.283
H -0.494 -0.009 2.428 0.655

2.
61
Properties=species:S:1:pos:R:3:mulliken_charge:R:1 method="wB97M-V/def2-TZVPD" lumo_energy_ev=0.64 e_above_lowest_kj_mol=260.4 orbital_gap_ev=10.208
H 9.276 0.487 -2.301 0.278
C 0.798 -0.074 1.766 -0.700
H 0.613 0.339 -0.293 0.447
H -6.505 -0.419 0.411 0.228
O 10.331 2.197 -1.953 -0.321
H -9.277 -3.250 -1.600 0.281
H -5.658 -1.923 -1.177 0.299
O 9.461 3.780 -0.590 -0.541
C 4.420 -0.662 -0.669 -0.297
H -10.571 -0.498 2.553 0.290
H -5.087 0.554 0.054 0.343
C 0.599 -0.398 0.505 -0.405
H -3.996 -3.088 0.248 0.272
H -2.282 -1.674 2.365 0.355
H 4.672 -0.743 -1.726 0.325
C -5.446 -0.475 0.116 -0.452
H -8.957 -1.511 -1.881 0.271
C -11.269 -1.317 2.386 -0.619
H 4.918 4.766 -0.062 0.228
O -10.787 -1.953 -0.995 -0.319
C -9.716 -2.292 -1.878 -0.597
O -11.509 -1.499 0.990 -0.326
O 6.096 1.371 -0.962 -0.557
O -9.309 -1.949 0.718 -0.537
C 4.987 1.586 -0.545 0.720
H 6.306 3.713 0.256 0.294
H 11.612 5.174 0.105 0.291
H 5.257 -0.983 -0.051 0.325
H -4.339 -0.559 1.956 0.353
H 3.568 -1.306 -0.465 -0.162
C -10.423 -1.814 0.282 0.814
H 12.570 5.682 -1.295 0.218
C -3.588 -2.156 0.643 -0.617
H 1.544 0.661 2.050 0.302
H -12.221 -1.067 2.846 0.219
H 0.205 -0.611 2.500 0.219
C 10.333 3.364 -1.311 0.783
H -10.892 -2.236 2.834 0.287
O -1.502 -4.114 0.427 -0.456
H 10.820 5.949 -1.301 0.290
H -5.394 -1.964 1.754 0.281
O 11.473 3.998 -1.604 -0.341
H 5.718 3.954 -1.416 0.274
H 1.400 -2.256 -0.057 0.068
C -2.549 -2.528 1.735 -0.475
F -0.378 -1.965 -0.954 -0.323
C 5.427 3.857 -0.371 -0.602
H -10.139 -2.376 -2.876 0.233
O -0.083 -2.625 1.255 -0.404
H 9.064 1.150 -0.675 0.261
O -5.284 -1.034 -1.177 -0.526
H 8.271 1.923 -2.077 0.270
H -3.008 -3.269 2.399 0.373
H -3.035 -1.658 -0.157 0.446
C 0.400 -1.870 0.170 0.582
O 4.033 0.673 -0.343 -0.195
C -1.345 -3.167 1.060 0.248
C 9.160 1.404 -1.729 -0.552
O 4.501 2.778 -0.203 -0.308
C 11.613 5.274 -0.980 -0.624
C -4.715 -1.285 1.226 -0.511

3.
54
Properties=species:S:1:pos:R:3:mulliken_spin:R:1 method="wB97M-V/def2-TZVPD" spin_multiplicity=6 charge=+2 lumo_energy_ev="-5.13 / -9.39" e_above_lowest_kj_mol=0.0 orbital_gap_ev="6.124 / 5.483"
C -2.820 4.905 1.586 0.004
H -1.393 2.364 -0.398 -0.001
H -1.793 -3.721 2.678 0.002
C -2.095 -5.078 -0.892 0.025
H -3.184 -2.219 1.415 0.015
C -6.237 1.481 -2.610 0.026
H -7.330 -0.005 0.375 0.023
H -2.487 5.439 -2.181 0.000
H -4.250 1.118 -3.449 -0.003
H -2.219 5.826 1.602 0.001
H -4.074 -3.230 0.251 -0.005
H -0.895 3.754 -1.423 0.000
H -4.059 5.878 -1.437 0.001
Ir -4.881 0.013 -0.614 1.999
H -4.561 1.550 1.335 -0.006
H -3.330 -1.708 -1.634 0.006
H -1.721 -6.034 -0.502 0.002
N 1.437 -1.442 -0.639 0.529
P -1.772 -3.798 0.297 0.032
N -0.427 -2.926 -0.302 0.392
H -0.545 3.761 0.339 0.000
H -1.597 -4.847 -1.842 -0.001
H -7.080 1.956 1.481 0.003
H -3.840 5.132 1.924 0.000
H -7.156 -0.413 -1.903 0.007
C 2.057 -0.439 -0.041 -0.099
N 2.684 0.462 0.377 0.451
H -1.760 -5.397 2.047 0.004
C -3.324 -1.360 -0.580 0.317
C -2.999 5.671 -1.237 0.003
P -2.842 4.279 -0.105 0.024
C 0.458 -2.122 -0.225 0.646
C -6.491 0.395 -1.575 -0.029
H -2.371 4.163 2.260 0.000
C -1.266 3.455 -0.432 0.005
C -1.353 -4.384 1.920 0.025
C -5.051 2.416 0.851 0.111
C -4.322 2.751 -0.417 -0.024
C -6.531 2.039 0.530 -0.015
C -6.617 0.672 -0.119 0.217
H -5.038 3.256 1.552 0.003
H -2.948 1.454 -1.514 0.015
C -4.726 1.792 -2.726 0.026
H -0.261 -4.408 2.038 -0.002
H -4.553 2.820 -3.067 0.003
H -2.536 6.554 -0.775 0.001
H -6.585 1.080 -3.572 0.000
H -6.831 2.384 -2.405 0.002
H -7.038 2.811 -0.071 0.013
H -2.418 -0.726 -0.486 0.057
H -3.178 -5.154 -1.057 -0.004
H -4.900 3.501 -0.982 -0.002
C -3.185 -2.594 0.379 -0.021
C -4.030 1.578 -1.350 0.226

4.
54
Properties=species:S:1:pos:R:3:mulliken_charge:R:1 method="wB97M-V/def2-TZVPD" lumo_energy_ev=-0.88 e_above_lowest_kj_mol=0.0 orbital_gap_ev=6.410
H -0.883 1.875 -2.319 0.272
C 2.239 1.677 3.584 0.413
H -1.250 -0.943 -0.358 -0.231
H 1.755 4.076 -0.630 0.417
N 2.467 1.290 2.495 -0.638
C -1.432 -0.987 0.731 0.871
P 2.122 -1.593 -1.741 0.441
C -2.483 -2.019 1.034 -0.736
C 1.673 1.612 5.810 0.495
H 1.852 1.951 -3.130 0.567
H 0.813 -3.465 -2.509 0.424
Pb 2.416 -0.294 0.503 0.954
H 3.103 1.223 -2.094 0.324
H 2.792 3.009 0.393 0.379
H -0.471 -1.305 1.186 0.032
P 1.064 1.720 -0.846 0.937
H -4.297 0.251 1.661 0.330
H 0.209 3.286 -2.520 0.560
C 2.031 1.197 -2.348 -1.125
N 1.377 1.137 6.844 -0.557
H 1.741 -1.947 2.803 0.351
C 2.650 -1.859 2.201 -1.430
C 0.800 -2.840 -1.607 -1.136
C 1.778 3.180 0.008 -1.285
C -0.252 2.605 -1.793 -1.747
H -0.184 -2.369 -1.489 0.329
H 1.012 -3.463 -0.724 0.302
C -2.292 1.379 0.261 -0.572
H 3.026 -2.814 -3.631 0.405
H 2.949 -2.820 1.757 0.375
H -2.110 -3.047 1.103 0.368
H 3.462 -1.425 2.808 0.411
C -3.795 -1.794 1.186 -0.482
C 1.576 -0.216 -2.833 -0.846
N 1.994 2.235 4.707 -0.660
H -0.772 0.872 1.615 0.050
H -4.442 -2.616 1.534 0.362
C -3.282 1.160 -0.619 -0.453
H -1.817 2.360 0.251 0.877
H -5.597 -0.743 1.028 0.424
H 3.820 -3.256 -2.080 0.375
H 4.254 -1.717 -2.897 0.353
H -5.297 0.541 -0.793 0.442
H 1.131 3.357 0.888 0.330
C -1.732 0.429 1.276 -1.135
H -3.388 1.803 -1.502 0.410
C -4.526 -0.511 0.906 -0.924
C 3.438 -2.425 -2.688 -1.257
H 2.000 -0.419 -3.826 0.472
H -2.377 0.357 2.164 0.668
H 0.477 -0.278 -2.897 0.344
H -4.128 -0.706 -1.235 0.259
C -4.324 0.101 -0.509 -0.569
H -0.888 3.187 -1.121 0.459

5.
62
Properties=species:S:1:pos:R:3:mulliken_charge:R:1 method="wB97M-V/def2-TZVPD" charge=+1 lumo_energy_ev=-2.78 e_above_lowest_kj_mol=52.1 orbital_gap_ev=9.503
H 3.075 6.136 1.391 0.391
C 0.304 0.829 0.547 -0.390
H -4.937 -3.682 2.395 0.287
H -5.890 -5.856 1.842 0.395
O 2.647 4.681 0.015 -0.290
C 6.966 3.030 0.873 0.632
N 1.457 -0.136 0.705 -0.533
H -3.392 -4.921 -2.852 0.368
H -2.313 -2.424 -5.336 0.336
C -2.958 -2.857 -3.297 0.849
O -3.279 -3.821 1.206 -0.300
H -6.353 -3.186 0.484 0.358
C -4.880 -5.629 1.494 -1.430
C -3.273 -2.613 0.595 0.796
O -1.644 -2.968 -2.756 -0.322
H 3.728 0.470 -0.520 0.452
O -4.509 -2.273 0.155 -0.286
C -2.729 -1.930 -4.453 -0.571
H 3.828 4.555 1.724 0.214
H 0.442 1.358 -0.459 0.279
C -1.031 -1.776 -3.018 0.646
H 0.269 1.619 1.373 0.305
C 1.685 4.596 2.069 0.900
H 5.031 1.588 2.147 0.252
C 4.022 1.511 -0.378 -1.045
O -2.275 -1.920 0.456 -0.348
O 5.935 2.961 -0.021 -0.385
C -4.653 -4.134 1.438 0.451
O 6.994 1.924 1.672 -0.342
H -4.577 -4.141 -3.923 0.385
H -3.593 -2.397 -2.530 0.086
P -1.303 -0.228 0.488 0.075
H 6.092 1.040 -0.698 0.291
H -3.627 -1.379 -4.739 0.325
H -4.742 -6.093 0.511 0.326
H 3.834 2.061 -1.304 0.411
H 5.911 0.153 1.560 0.332
H 1.530 6.394 3.271 0.359
H -5.253 -4.004 -0.654 0.227
C -3.516 -4.213 -3.675 -1.614
O 7.737 3.943 0.948 -0.530
O -1.738 -1.052 -3.928 -0.285
H -2.990 -4.636 -4.537 0.406
H 0.369 5.145 3.685 0.383
H -1.407 -0.658 -0.886 0.002
H 1.463 -0.342 1.728 0.270
C -5.313 -3.445 0.285 -0.440
H -1.268 -1.290 1.444 0.179
C 1.292 4.730 -0.120 0.644
C 1.403 5.311 3.373 -1.587
C 5.777 1.228 1.431 -0.393
H -2.396 0.641 0.873 0.098
H 3.372 1.950 0.386 -0.151
O 0.000 -1.417 -2.515 -0.553
H 1.272 -1.008 0.170 0.242
O 0.683 4.875 1.096 -0.378
C 2.926 5.053 1.362 -0.478
O 0.708 4.660 -1.164 -0.557
H 2.071 4.960 4.162 0.391
H -4.160 -6.100 2.167 0.376
C 5.481 1.611 0.011 0.451
H 1.691 3.512 2.236 0.034

6.
59
Properties=species:S:1:pos:R:3:mulliken_spin:R:1 method="wB97M-V/def2-TZVPD" spin_multiplicity=5 charge=+1 lumo_energy_ev="-3.72 / -2.66" e_above_lowest_kj_mol=167.4 orbital_gap_ev="7.637 / 8.734"
H -14.776 2.297 -9.502 0.000
C -19.792 1.515 -8.084 0.000
H -20.182 0.708 -7.446 0.000
C -16.191 -0.374 -8.458 0.007
H -14.818 4.035 -9.475 0.001
H -18.448 2.994 -9.632 0.000
H -20.381 3.060 -6.379 0.000
H -19.737 4.219 -7.524 0.000
H -11.963 -3.170 -4.912 0.000
H -13.140 3.454 -5.867 -0.346
C -14.541 6.084 -7.061 0.013
C -15.147 3.141 -8.955 0.076
H -10.714 0.775 -2.086 0.000
N -16.568 2.972 -8.759 -0.003
C -10.568 -1.176 -2.436 0.001
H -15.494 6.613 -7.209 0.000
C -17.001 -0.046 -6.049 0.011
H -12.022 5.249 -4.702 0.002
H -17.773 4.597 -9.352 0.000
C -11.760 -2.264 -4.300 0.000
H -13.772 6.843 -7.055 0.001
C -17.518 3.592 -9.683 0.001
H -16.423 -1.440 -8.711 0.001
H -15.267 -0.463 -7.849 -0.003
As -14.546 5.076 -5.338 -0.106
H -19.517 0.956 -8.985 0.000
C -12.932 5.777 -4.411 0.004
P -17.145 2.034 -7.529 -0.027
H -18.913 3.973 -5.915 -0.002
C -12.355 -1.073 -4.599 0.002
C -10.812 -2.326 -3.247 0.002
N -18.799 2.361 -7.473 0.004
H -10.349 -3.303 -3.047 0.000
H -14.444 5.451 -7.908 0.000
Mn -14.547 2.732 -5.941 4.266
N -13.590 0.787 -5.451 0.039
H -17.098 5.733 -5.048 0.006
C -13.401 -0.602 -5.584 0.004
C -12.989 1.224 -4.295 0.008
C -11.169 0.020 -2.680 -0.001
H -20.618 2.167 -8.318 0.000
C -19.474 3.500 -6.780 0.002
H -9.828 -1.251 -1.651 0.000
H -17.071 3.581 -10.618 0.000
N -17.008 0.399 -7.506 0.003
H -14.539 3.173 -8.037 -0.024
H -16.844 -1.085 -6.132 0.000
H -15.912 7.054 -4.839 -0.006
O -13.260 2.378 -3.991 0.043
H -17.990 -0.080 -5.620 0.000
H -16.286 5.940 -3.497 0.001
O -16.448 2.735 -6.345 0.057
H -12.993 5.869 -3.321 -0.001
C -12.048 0.117 -3.741 -0.003
O -13.998 -1.313 -6.368 0.010
H -12.738 6.812 -4.785 0.000
H -16.311 0.518 -5.416 0.004
H -16.313 -0.091 -9.477 0.001
C -16.121 6.002 -4.581 -0.049

7.
57
Properties=species:S:1:pos:R:3:mulliken_spin:R:1 method="wB97M-V/def2-TZVPD" spin_multiplicity=2 charge=+2 lumo_energy_ev="-8.49 / -8.52" orbital_gap_ev="5.980 / 5.950"
C -1.754 2.708 2.538 0.000
H 3.989 -0.550 -0.850 0.001
H 3.817 0.988 -1.706 0.000
H 0.830 1.707 -3.622 0.000
C 1.280 -0.743 -2.705 0.003
C -0.018 1.206 0.946 -0.005
P 1.137 0.342 -0.130 0.013
H -1.352 1.272 -1.657 0.000
C 1.176 1.731 -2.587 -0.002
S 2.541 -2.774 -0.196 0.032
C -3.479 -0.406 0.622 0.000
H -3.536 -3.263 2.142 0.000
C 2.771 2.513 0.286 0.001
H 3.781 2.855 0.512 0.000
H 2.368 -0.710 -2.705 0.000
C -0.589 2.395 0.461 0.000
C -1.451 3.135 1.250 0.000
C -0.860 0.405 -2.094 0.000
H -1.292 -0.507 -1.685 0.000
H -0.363 2.762 -0.528 0.000
C -1.186 1.545 3.031 0.001
H 4.877 0.873 -0.320 0.000
H -3.791 -1.566 -2.411 0.000
H -5.066 -3.250 1.214 0.000
H 0.942 -0.649 -3.737 0.000
H -4.522 -0.311 0.925 0.000
H 4.142 1.070 1.928 -0.001
S 1.577 -2.410 2.548 0.025
C -0.324 0.796 2.242 -0.006
H 2.486 2.958 -0.662 0.000
C -4.186 -2.312 -1.723 0.000
H 2.473 0.795 2.424 0.001
S 3.079 -5.669 2.043 0.961
H 2.123 2.884 1.076 0.000
H -2.420 3.293 3.155 0.000
S -1.178 -2.759 -0.387 0.013
H -4.018 -3.313 -2.118 0.000
H 0.779 2.643 -2.149 0.000
H -1.402 1.223 4.040 0.000
H -3.777 -4.421 0.806 0.000
H 2.258 1.790 -2.614 0.000
Pd 0.770 -1.775 0.596 -0.022
C 2.843 0.960 0.262 0.000
H -1.060 0.411 -3.167 0.000
H -2.829 -0.260 1.481 0.000
C -3.990 -3.415 1.164 0.000
Sb 3.693 -3.415 1.870 -0.014
H -5.249 -2.146 -1.556 0.000
H 0.132 -0.084 2.684 0.005
H 3.432 -0.533 1.751 -0.001
As -3.238 -2.168 -0.071 -0.001
C 0.656 0.428 -1.932 -0.005
H -1.874 4.051 0.864 0.000
H -3.252 0.325 -0.150 0.000
H 0.950 -1.719 -2.348 -0.001
C 3.226 0.534 1.679 0.003
C 3.925 0.529 -0.728 -0.001

8.
61
Properties=species:S:1:pos:R:3:mulliken_charge:R:1 method="wB97M-V/def2-TZVPD" lumo_energy_ev=-0.16 e_above_lowest_kj_mol=0.0 orbital_gap_ev=8.927
H 2.137 -0.382 0.417 0.359
H -0.036 7.476 2.926 0.342
C 1.038 5.620 2.903 0.814
H -2.956 0.460 -10.288 0.279
C 4.783 -3.645 6.748 -1.066
O -3.708 0.060 1.312 -0.521
S 0.071 -3.133 -1.664 0.616
H 3.105 -2.513 4.770 0.239
Cl -2.346 -2.202 -0.599 0.026
C -5.049 0.681 3.178 -1.168
H -2.203 -2.996 -11.698 0.331
C 3.409 -4.038 6.255 0.787
C -2.482 0.779 3.217 -0.700
H -1.614 0.581 2.594 -0.076
I -2.441 -0.442 -5.732 0.026
O -0.694 -1.923 -0.795 -0.159
H 4.699 -2.857 7.499 0.309
H -0.752 6.213 1.894 0.285
H 2.974 6.497 2.615 0.330
H -2.974 -0.462 -11.813 0.325
H 0.565 1.558 2.371 0.145
O 0.383 -0.312 -4.895 -0.409
O 3.003 -5.172 6.359 -0.562
C 1.646 1.470 2.496 -0.916
C 2.047 0.016 2.522 0.726
H -1.716 -3.624 -10.104 0.286
H 1.997 -1.835 1.430 0.321
C -3.744 0.464 2.450 0.780
C -0.727 -2.215 -3.934 -0.379
H -0.667 -2.496 -10.999 0.326
H 2.902 5.253 3.888 0.269
C -1.699 -2.757 -10.759 -1.095
H 1.941 1.967 3.415 0.290
H -5.080 0.067 4.080 0.328
H -5.134 1.723 3.489 0.331
C 2.588 -2.941 5.629 -0.912
O -2.856 -1.684 -8.979 -0.506
C -2.446 -0.303 -10.871 -1.065
C 1.677 -0.803 1.312 -0.819
H 2.231 6.880 4.163 0.330
H 0.709 7.092 1.379 0.339
H -5.882 0.422 2.528 0.306
O 2.620 -0.468 3.472 -0.546
H -2.479 1.826 3.527 0.354
O 0.678 4.472 3.014 -0.498
H -2.431 0.169 4.122 0.364
C -0.602 -0.940 -4.747 0.319
O 0.347 -2.247 -2.992 -0.257
H 5.374 -3.246 5.922 0.305
H 1.625 -3.336 5.314 0.304
H 2.437 -2.132 6.346 0.310
C 0.178 6.663 2.231 -1.138
H -0.642 -3.053 -4.629 0.308
H 2.108 1.972 1.644 0.330
C -2.384 -1.592 -10.088 0.808
H 0.596 -0.771 1.166 0.111
H -1.437 0.035 -11.114 0.322
C 2.375 6.086 3.429 -1.081
O 1.357 -3.226 -1.042 -0.467
H 5.284 -4.510 7.177 0.301
H -1.704 -2.248 -3.459 0.356